# 1
Below is 2 unconnected molecules or ions with the total composition H6N2, with properties calculated with ωB97M-V/def2-TZVPD.

Structure (SMILES) = N.N
Relative energy (zero: lowest compared OMol25 entry of this formula, charge and spin) = 50.24 kcal/mol
Orbital gap = 10.7 eV

Each atom is followed by the atoms it is bonded to, with distances in Å.
CARTESIAN COORDINATES (ANGSTROEM)
1 N -4.32 3.78 -7.67  H2 1.025, H3 1.025, H4 1.025
2 H -4.58 4.53 -8.33  N1 1.025
3 H -4.70 2.91 -8.05  N1 1.025
4 H -3.30 3.70 -7.69  N1 1.025
5 N -3.62 1.52 -8.43  H6 1.025, H7 1.025, H8 1.025
6 H -3.61 1.03 -9.34  N5 1.025
7 H -2.80 2.13 -8.42  N5 1.025
8 H -4.45 2.12 -8.43  N5 1.025

# 2
Below is a gas-phase ion, C25H36Cl2P (charge +1), with properties calculated with ωB97M-V/def2-TZVPD.

Total charge = +1
Relative energy (zero: lowest compared OMol25 entry of this formula, charge and spin) = 0.00 kcal/mol
Orbital gap = 9.6 eV

Each atom is followed by the atoms it is bonded to, with distances in Å.
CARTESIAN COORDINATES (ANGSTROEM)
1 C 4.03 0.93 3.07  C2 1.536, H14 1.097, H15 1.098, H16 1.098
2 C 2.81 1.22 2.18  C1 1.536, C3 1.527, H17 1.098, H18 1.096
3 C 2.68 0.25 1.01  C2 1.527, C4 1.559, H19 1.100, H20 1.101
4 C 1.71 0.69 -0.13  C3 1.559, P5 1.825, H21 1.107, H22 1.100
5 P -0.07 0.29 -0.12  C4 1.825, C6 1.828, C10 1.816, C46 1.771
6 C -1.16 1.75 -0.01  P5 1.828, C7 1.543, H23 1.097, H24 1.104
7 C -1.23 2.85 1.07  C6 1.543, C8 1.521, H25 1.101, H26 1.102
8 C -1.83 2.58 2.44  C7 1.521, C9 1.539, H27 1.094, H28 1.096
9 C -2.37 3.89 3.05  C8 1.539, H29 1.096, H30 1.097, H31 1.097
10 C -0.41 -1.02 1.09  P5 1.816, C11 1.530, H32 1.099, H33 1.101
11 C -1.44 -0.80 2.20  C10 1.530, C12 1.536, H34 1.104, H35 1.101
12 C -1.97 -2.13 2.76  C11 1.536, C13 1.528, H36 1.094, H37 1.094
13 C -2.75 -3.04 1.81  C12 1.528, H38 1.097, H39 1.096, H40 1.096
14 H 4.12 1.68 3.87  C1 1.097
15 H 3.96 -0.06 3.53  C1 1.098
16 H 4.96 0.97 2.48  C1 1.098
17 H 1.90 1.21 2.79  C2 1.098
18 H 2.91 2.24 1.78  C2 1.096
19 H 3.68 0.16 0.55  C3 1.100
20 H 2.46 -0.76 1.38  C3 1.101
21 H 1.76 1.79 -0.27  C4 1.107
22 H 2.11 0.25 -1.06  C4 1.100
23 H -0.87 2.30 -0.91  C6 1.097
24 H -2.17 1.35 -0.20  C6 1.104
25 H -0.25 3.34 1.20  C7 1.101
26 H -1.87 3.63 0.62  C7 1.102
27 H -2.65 1.86 2.37  C8 1.094
28 H -1.10 2.13 3.11  C8 1.096
29 H -2.73 3.74 4.07  C9 1.096
30 H -1.59 4.66 3.08  C9 1.097
31 H -3.20 4.27 2.45  C9 1.097
32 H -0.66 -1.92 0.51  C10 1.099
33 H 0.55 -1.25 1.57  C10 1.101
34 H -0.91 -0.28 3.02  C11 1.104
35 H -2.27 -0.14 1.91  C11 1.101
36 H -1.10 -2.70 3.12  C12 1.094
37 H -2.59 -1.92 3.63  C12 1.094
38 H -3.27 -3.81 2.39  C13 1.097
39 H -3.51 -2.49 1.23  C13 1.096
40 H -2.10 -3.56 1.10  C13 1.096
41 Cl 0.81 -6.37 -1.98  C42 1.713
42 C 0.48 -4.69 -1.89  Cl41 1.713, C43 1.398, C55 1.402
43 C -0.83 -4.25 -1.72  C42 1.398, C44 1.401, H56 1.089
44 C -1.10 -2.87 -1.69  C43 1.401, C45 1.405, H57 1.091
45 C -0.06 -1.92 -1.79  C44 1.405, C46 1.572, C54 1.403
46 C -0.46 -0.41 -1.70  P5 1.771, C45 1.572, C47 1.574, H58 1.104
47 C -0.05 0.45 -2.96  C46 1.574, C48 1.406, C53 1.403
48 C -0.67 1.68 -3.22  C47 1.406, C49 1.401, H59 1.089
49 C -0.15 2.58 -4.15  C48 1.401, C50 1.401, H60 1.083
50 C 0.91 2.19 -4.97  C49 1.401, Cl51 1.709, C52 1.398
51 Cl 1.52 3.25 -6.16  C50 1.709
52 C 1.46 0.91 -4.83  C50 1.398, C53 1.405, H61 1.088
53 C 0.97 0.04 -3.84  C47 1.403, C52 1.405, H62 1.086
54 C 1.26 -2.40 -1.86  C45 1.403, C55 1.409, H63 1.096
55 C 1.54 -3.77 -1.97  C42 1.402, C54 1.409, H64 1.088
56 H -1.65 -4.97 -1.64  C43 1.089
57 H -2.12 -2.53 -1.57  C44 1.091
58 H -1.57 -0.37 -1.65  C46 1.104
59 H -1.59 1.95 -2.69  C48 1.089
60 H -0.57 3.58 -4.24  C49 1.083
61 H 2.26 0.58 -5.49  C52 1.088
62 H 1.39 -0.95 -3.78  C53 1.086
63 H 2.10 -1.70 -1.81  C54 1.096
64 H 2.56 -4.12 -2.11  C55 1.088